{"formula": "C48H51N8O5ScSi", "method": "the ωB97M-V functional and the def2-TZVPD basis", "elements": ["C", "H", "C", "C", "H", "H", "N", "C", "H", "N", "N", "C", "H", "H", "C", "H", "C", "C", "H", "H", "C", "C", "C", "H", "C", "O", "H", "H", "C", "H", "C", "C", "H", "H", "H", "Si", "C", "H", "C", "H", "C", "C", "C", "H", "H", "H", "H", "H", "C", "O", "H", "N", "C", "N", "C", "C", "C", "H", "H", "H", "C", "H", "O", "C", "C", "H", "H", "O", "C", "C", "C", "H", "H", "C", "C", "C", "H", "H", "N", "N", "C", "C", "C", "C", "H", "H", "O", "H", "H", "H", "H", "H", "C", "C", "H", "Sc", "H", "H", "C", "C", "N", "C", "C", "C", "H", "H", "H", "H", "H", "C", "H", "C", "H", "C"], "coordinates": [[-3.65, 0.89, 0.06], [2.41, 1.45, -1.07], [-1.66, 4.70, 5.63], [0.06, 4.30, 0.39], [2.39, 0.53, -5.32], [-4.80, 3.48, 7.66], [-0.63, 2.69, -1.21], [4.97, -1.19, 1.26], [-1.78, -4.75, -2.41], [-3.12, 2.52, 3.13], [-0.56, 0.70, 3.19], [2.80, -1.40, 2.33], [-0.49, 1.62, 3.52], [-1.45, -0.83, -7.69], [3.80, -0.66, 1.80], [1.38, -2.97, -5.79], [2.99, -2.79, 2.43], [2.02, -0.07, -6.14], [4.32, -4.39, 2.05], [0.15, -1.50, 1.90], [3.83, -1.68, -2.69], [4.21, 0.42, -1.52], [-3.94, -2.36, -1.96], [0.20, -1.14, -8.32], [-2.92, 4.58, 7.70], [-2.32, 0.50, -1.96], [-4.72, 1.05, 1.85], [-4.24, -1.78, -2.86], [4.24, -3.34, 1.97], [-3.30, 2.87, 9.58], [5.79, 1.02, 0.38], [0.12, 0.54, 2.02], [-1.21, 4.36, 2.21], [2.25, -4.66, 3.14], [1.77, -1.98, -3.24], [0.20, -0.34, -5.92], [-2.58, -2.51, -1.71], [-1.50, 0.31, 3.18], [-0.12, -2.44, -4.31], [0.02, 2.02, -5.25], [-2.13, -3.10, -0.52], [-0.27, -5.21, -3.83], [0.20, 3.63, -0.72], [-1.00, 2.51, -3.36], [4.76, 2.30, -0.76], [4.22, -2.59, -2.97], [-2.74, -4.15, 1.35], [-2.67, 4.02, 10.95], [-1.05, 3.92, 1.27], [6.38, 1.93, 0.92], [0.79, 2.45, -2.72], [-0.19, -1.08, -4.44], [-2.57, 1.23, -0.81], [1.98, -0.20, -2.28], [-3.88, 3.85, 7.01], [-1.74, 2.25, -0.43], [-3.13, -3.55, 0.40], [-1.37, -0.92, 1.31], [-1.06, 5.61, 7.64], [5.73, -1.04, -1.90], [-1.03, -4.36, -3.09], [1.04, -3.54, 2.49], [-2.96, 4.87, 9.08], [-1.00, -3.01, -3.35], [2.86, 0.65, -1.66], [2.59, -1.00, -6.41], [0.85, -1.73, -0.60], [-1.64, -2.06, -2.60], [-1.96, 2.94, 0.94], [-4.84, -2.73, -0.97], [-0.25, 2.14, -2.55], [-5.14, -3.72, 0.89], [-5.92, -2.50, -1.19], [1.97, -3.61, 3.11], [-1.80, 5.02, 7.00], [-3.77, 3.65, 5.63], [1.09, 3.75, -1.36], [-0.82, 5.04, 5.07], [4.88, 1.31, -0.67], [6.00, -0.34, 0.73], [-2.90, 2.39, 1.86], [-4.46, -3.41, 0.17], [-0.50, -1.26, -7.39], [2.50, -1.31, -2.80], [1.90, -3.33, 4.16], [6.81, -0.48, 1.33], [1.11, 1.21, 1.78], [-1.58, 3.42, 9.66], [-1.05, -3.07, -0.24], [-1.66, 1.36, -5.47], [0.70, 5.21, 0.57], [1.00, -5.37, -5.54], [5.18, -2.56, 1.34], [-0.56, 1.37, -5.89], [1.12, -0.16, -0.29], [-0.44, -0.13, -2.35], [3.69, 0.36, 1.68], [6.06, -3.04, 1.02], [0.20, -0.75, -0.19], [0.51, -4.68, -4.83], [-2.34, 3.41, 3.72], [-3.82, 1.38, 1.32], [0.61, -3.34, -5.10], [-0.28, -0.74, 1.25], [-4.67, 3.24, 5.08], [-0.63, 1.90, -6.86], [1.91, -0.89, 2.62], [-4.35, 0.12, -0.24], [-0.67, -2.34, -7.15], [4.74, -0.78, -2.06], [-0.34, -6.29, -3.57], [-2.60, 3.89, 4.95], [2.09, 0.54, -7.03], [-2.63, 3.72, 9.88]], "lowdin_charge": [-0.060, 0.130, -0.042, -0.106, 0.025, 0.135, -0.089, -0.241, 0.118, 0.010, 0.179, -0.017, 0.065, 0.005, -0.003, 0.103, -0.255, -0.185, 0.086, 0.070, -0.008, -0.217, 0.003, 0.057, -0.384, -0.251, 0.088, 0.143, -0.041, 0.086, -0.499, -0.550, 0.049, 0.062, 0.090, 0.317, -0.282, 0.098, -0.354, -0.003, -0.008, -0.132, -0.192, 0.060, 0.141, 0.077, 0.142, 0.077, -0.032, 0.063, 0.016, -0.115, -0.355, 0.006, -0.066, -0.068, -0.083, 0.097, 0.126, 0.085, -0.034, 0.094, -0.181, -0.197, -0.042, 0.038, 0.079, -0.088, -0.073, -0.099, -0.200, 0.074, 0.119, -0.061, -0.060, -0.082, 0.107, 0.085, 0.138, 0.109, -0.313, -0.130, -0.178, -0.127, 0.083, 0.143, 0.034, 0.087, 0.121, 0.079, 0.098, 0.103, -0.046, -0.188, -0.017, 0.943, 0.097, 0.091, -0.229, -0.142, -0.048, -0.065, -0.084, -0.215, 0.106, 0.022, 0.092, 0.085, 0.022, 0.024, 0.109, -0.356, 0.013, -0.108], "homo_energy_ev": [0.3862, 0.3856], "orbital_gap_ev": [3.36, 3.36], "charge": -2, "de_lowest_kj_mol": 91.72}